[1]
Molecular formula: C49H35AsN7STi
Method: DFT, ωB97M-V/def2-TZVPD

Expectation value of S²   0.76
Energy above the lowest of the compared OMol25 structures with the same formula, charge and spin   2.5 kJ/mol
Net charge   +2
Strongest force on any atom   0.72 eV/A
Spin multiplicity   2
Gap between HOMO and LUMO (alpha / beta)   6.45 / 6.59 eV

XYZ file:
```
94
Properties=species:S:1:pos:R:3:forces:R:3:lowdin_charge:R:1
Ti -0.183 -1.338 -0.162 0.55 -0.47 -0.03 0.895
C -1.184 -2.914 -4.268 0.11 -0.13 0.22 -0.051
C -0.806 -2.908 -2.922 -0.01 0.15 -0.15 -0.039
N -1.074 -1.857 -2.155 -0.27 0.37 -0.19 0.054
C -1.738 -0.824 -2.720 0.00 0.03 -0.01 -0.168
C -2.043 -0.829 -4.075 0.04 -0.07 0.34 -0.029
N -1.767 -1.876 -4.839 0.02 -0.08 -0.15 0.131
C -2.138 0.253 -1.782 -0.13 0.16 0.15 -0.178
C -2.989 1.300 -2.087 0.19 -0.05 0.19 0.087
C -3.341 2.201 -1.077 0.09 -0.16 0.08 -0.098
C -2.890 1.965 0.229 0.15 -0.14 -0.21 0.088
C -2.059 0.886 0.471 -0.17 0.04 -0.13 -0.167
N -1.660 0.090 -0.537 -0.38 0.18 -0.07 0.031
C -1.615 0.439 1.814 0.02 -0.06 0.02 -0.191
C -1.983 1.061 2.999 0.08 -0.15 -0.25 -0.041
N -1.594 0.603 4.180 0.05 -0.04 0.16 0.146
C -0.835 -0.478 4.195 0.10 -0.18 -0.17 -0.057
C -0.456 -1.132 3.019 0.00 0.14 0.11 -0.069
N -0.843 -0.673 1.836 -0.31 0.41 0.04 0.004
C -4.205 3.355 -1.367 -0.16 0.18 -0.06 -0.181
C -3.969 4.585 -0.757 -0.10 -0.10 -0.10 -0.003
C -4.806 5.646 -1.068 0.19 0.04 0.16 -0.112
N -5.828 5.548 -1.902 -0.16 0.23 -0.05 0.090
C -6.055 4.378 -2.477 -0.05 -0.24 -0.12 -0.110
C -5.273 3.253 -2.255 0.10 0.07 0.11 0.000
H -0.982 -3.779 -4.886 0.00 -0.02 -0.03 0.129
H -0.264 -3.732 -2.477 -0.02 0.03 -0.01 0.128
H -2.518 0.015 -4.557 -0.03 0.05 0.00 0.128
H -3.371 1.437 -3.086 0.00 0.01 -0.05 0.127
H -3.225 2.603 1.030 -0.02 0.05 0.06 0.127
H -2.597 1.950 3.007 -0.06 0.04 -0.03 0.130
H -0.511 -0.854 5.156 0.00 0.00 0.04 0.130
H 0.161 -2.026 3.037 -0.06 0.08 0.00 0.132
H -3.139 4.733 -0.082 0.08 0.00 0.05 0.115
H -4.643 6.619 -0.622 0.02 0.03 0.02 0.118
H -6.905 4.328 -3.147 -0.01 -0.01 -0.02 0.120
H -5.525 2.320 -2.739 0.00 -0.06 -0.02 0.117
S 0.641 -5.635 0.930 -0.01 0.20 0.05 1.196
C -0.932 -5.321 1.596 -0.10 0.17 0.00 -0.436
C -1.757 -6.178 2.317 -0.02 0.04 -0.01 -0.059
C -2.987 -5.701 2.719 -0.03 0.01 0.01 -0.052
C -3.397 -4.399 2.408 0.04 -0.02 -0.01 -0.053
C -2.580 -3.545 1.697 0.08 -0.03 -0.03 -0.022
C -1.327 -4.012 1.293 -0.33 -0.21 0.31 -0.302
N -0.383 -3.302 0.573 0.31 -0.11 -0.17 -0.032
C 0.691 -4.028 0.316 0.09 -0.14 -0.18 -0.515
C 1.752 -3.492 -0.533 -0.02 -0.14 0.02 -0.281
C 2.843 -4.282 -0.902 0.01 0.08 -0.05 -0.034
C 3.731 -3.805 -1.846 -0.02 0.05 -0.01 -0.046
C 3.521 -2.554 -2.417 0.01 -0.02 0.02 -0.046
C 2.460 -1.763 -2.005 0.03 0.23 -0.07 -0.126
C 1.551 -2.194 -1.042 -0.02 -0.13 0.12 -0.244
H -1.449 -7.185 2.550 0.02 -0.07 0.01 0.121
H -3.650 -6.346 3.276 -0.02 -0.03 0.02 0.119
H -4.372 -4.062 2.728 -0.06 0.02 0.02 0.115
H -2.910 -2.540 1.451 0.04 -0.06 0.00 0.107
H 2.989 -5.266 -0.477 0.00 -0.07 0.03 0.103
H 4.576 -4.406 -2.148 0.07 -0.05 -0.02 0.117
H 4.206 -2.189 -3.170 0.04 0.02 -0.05 0.118
H 2.363 -0.769 -2.442 0.01 -0.10 0.04 0.097
C 1.525 2.531 4.721 0.02 -0.01 0.01 -0.060
C 2.299 1.410 4.463 0.00 0.01 0.02 -0.064
C 2.347 0.872 3.186 0.12 -0.10 -0.05 -0.103
C 1.619 1.453 2.152 0.00 0.06 -0.11 -0.365
C 0.843 2.579 2.417 -0.08 0.00 -0.06 -0.137
C 0.799 3.116 3.696 -0.01 0.00 0.00 -0.070
As 1.683 0.675 0.365 0.17 0.07 0.10 1.372
C 3.555 0.218 0.176 -0.01 0.03 -0.02 -0.375
C 4.436 1.005 -0.557 -0.11 0.08 0.01 -0.080
C 5.764 0.618 -0.685 -0.03 0.03 -0.01 -0.057
C 6.214 -0.545 -0.082 -0.01 -0.04 0.04 -0.057
C 5.334 -1.334 0.647 0.02 0.00 -0.01 -0.063
C 4.007 -0.960 0.766 -0.12 -0.10 0.06 -0.143
C 1.446 2.196 -0.803 0.08 -0.01 0.01 -0.386
C 0.862 1.979 -2.046 -0.07 -0.23 -0.11 -0.128
C 0.712 3.021 -2.949 0.01 0.01 0.04 -0.065
C 1.149 4.293 -2.609 -0.02 -0.04 -0.03 -0.055
C 1.752 4.513 -1.379 -0.01 0.02 0.00 -0.052
C 1.906 3.471 -0.479 0.03 -0.05 0.13 -0.107
H 1.498 2.955 5.713 0.00 0.02 0.06 0.116
H 2.884 0.961 5.253 0.03 -0.03 0.05 0.115
H 2.989 0.017 3.001 -0.06 0.06 -0.02 0.094
H 0.284 3.061 1.622 0.00 -0.03 0.00 0.099
H 0.204 3.997 3.888 -0.02 0.05 0.01 0.115
H 4.102 1.918 -1.037 -0.01 -0.06 0.04 0.101
H 6.446 1.231 -1.256 0.03 0.03 -0.02 0.114
H 7.249 -0.837 -0.180 0.04 -0.02 -0.01 0.114
H 5.680 -2.247 1.110 0.02 -0.04 0.02 0.114
H 3.320 -1.614 1.300 0.06 0.09 -0.05 0.101
H 0.553 0.973 -2.339 0.02 0.16 0.07 0.080
H 0.270 2.839 -3.918 -0.03 -0.01 -0.07 0.110
H 1.037 5.109 -3.308 -0.01 0.04 -0.04 0.116
H 2.112 5.499 -1.124 0.02 0.06 0.02 0.117
H 2.392 3.657 0.474 -0.02 -0.03 -0.06 0.114
```
Positions in Å, forces in eV/Å.

***

[2]
Molecular formula: C19H21NO4
Method: DFT, ωB97M-V/def2-TZVPD

Energy above the lowest of the compared OMol25 structures with the same formula, charge and spin   0.0 kJ/mol
Net charge   0
Strongest force on any atom   0.54 eV/A
SMILES   CC1CCN(C(=O)COC(=O)c2cc3ccccc3cc2O)CC1
Gap between HOMO and LUMO   8.23 eV

XYZ file:
```
45
Properties=species:S:1:pos:R:3:forces:R:3:lowdin_charge:R:1
C -6.196 -1.305 -0.901 0.32 -0.01 0.04 -0.073
C -4.871 -0.749 -0.390 -0.32 0.07 0.09 -0.379
C -4.860 -0.630 1.135 0.21 -0.05 -0.24 -0.145
C -3.450 -0.275 1.617 -0.01 -0.26 0.35 -0.121
N -2.765 0.541 0.627 -0.06 -0.13 0.21 -0.053
C -1.494 0.261 0.318 0.16 0.37 -0.32 -0.387
O -0.838 -0.590 0.898 0.18 -0.28 0.14 0.073
C -0.837 1.074 -0.807 0.03 0.14 0.28 -0.065
O 0.503 0.643 -0.895 0.05 -0.05 -0.28 0.008
C 1.356 1.182 0.011 -0.08 0.41 0.14 -0.427
O 1.087 2.161 0.660 0.02 -0.15 -0.11 0.138
C 2.638 0.450 0.036 0.24 0.02 0.07 -0.048
C 3.802 1.180 0.113 -0.35 -0.15 -0.03 0.052
C 5.061 0.562 0.080 0.01 -0.31 -0.03 -0.162
C 6.265 1.295 0.134 0.23 0.00 0.00 -0.036
C 7.472 0.656 0.088 -0.07 0.35 0.03 -0.091
C 7.527 -0.744 -0.014 -0.14 -0.28 -0.02 -0.084
C 6.379 -1.483 -0.067 0.27 -0.02 0.00 -0.036
C 5.114 -0.856 -0.021 -0.16 0.37 0.03 -0.160
C 3.917 -1.587 -0.053 -0.44 0.02 -0.03 0.046
C 2.683 -0.972 -0.016 0.53 -0.08 -0.03 -0.248
O 1.592 -1.753 -0.005 -0.21 -0.08 0.04 0.079
C -3.640 1.437 -0.091 -0.15 0.14 -0.37 -0.133
C -4.582 0.632 -1.001 0.17 -0.08 0.16 -0.131
H -6.196 -1.345 -1.988 -0.08 -0.02 -0.14 0.079
H -7.023 -0.676 -0.580 -0.12 0.08 0.02 0.081
H -6.360 -2.310 -0.521 -0.07 -0.12 0.01 0.078
H -4.070 -1.438 -0.679 0.01 0.03 0.01 0.146
H -5.167 -1.572 1.590 -0.05 0.02 0.06 0.119
H -5.578 0.133 1.440 -0.10 0.01 0.03 0.119
H -3.488 0.265 2.570 0.05 -0.08 -0.02 0.132
H -2.846 -1.174 1.760 -0.12 0.13 0.03 0.124
H -0.865 2.145 -0.576 -0.12 -0.19 -0.11 0.133
H -1.299 0.867 -1.773 0.01 0.05 0.08 0.144
H 3.736 2.257 0.177 -0.03 0.10 0.02 0.130
H 6.212 2.372 0.213 0.02 0.11 0.01 0.111
H 8.392 1.221 0.130 0.04 0.07 0.01 0.099
H 8.490 -1.233 -0.050 0.05 -0.07 -0.01 0.101
H 6.420 -2.560 -0.144 0.02 -0.10 -0.01 0.110
H 3.949 -2.665 -0.099 -0.02 -0.13 0.02 0.125
H 0.772 -1.258 0.200 0.09 -0.04 -0.02 0.072
H -4.221 1.986 0.656 0.09 0.06 -0.09 0.132
H -3.067 2.162 -0.665 -0.01 0.05 0.10 0.117
H -4.138 0.507 -1.990 -0.02 0.04 -0.07 0.114
H -5.514 1.186 -1.124 -0.06 0.03 -0.05 0.116
```
Positions in Å, forces in eV/Å.

***

[3]
Molecular formula: C2H6N2O3
Method: DFT, ωB97M-V/def2-TZVPD

Energy above the lowest of the compared OMol25 structures with the same formula, charge and spin   182.6 kJ/mol
Net charge   0
Strongest force on any atom   6.20 eV/A
SMILES   NC(N)(O)C(=O)O
Gap between HOMO and LUMO   10.93 eV

XYZ file:
```
13
Properties=species:S:1:pos:R:3:forces:R:3:lowdin_charge:R:1
N -0.281 -0.365 1.328 -0.03 1.19 -0.68 0.140
C 0.250 -0.176 0.044 -1.78 -1.71 -2.73 -0.460
N -0.337 0.990 -0.575 0.34 -0.58 -0.04 0.100
O -0.148 -1.354 -1.022 -3.25 4.77 2.27 -0.029
C 1.786 -0.152 -0.025 -1.33 1.85 -0.07 -0.437
O 2.431 -1.147 0.051 0.71 0.20 0.14 0.151
O 2.279 1.115 -0.163 2.48 -2.47 0.71 0.120
H 0.189 -1.022 1.862 0.84 -1.38 1.15 0.073
H -1.274 -0.281 1.555 0.61 -0.15 -0.77 0.116
H -1.052 1.182 0.082 -1.11 1.10 0.07 0.061
H -0.752 0.738 -1.477 0.26 0.00 0.49 0.104
H 0.571 -1.872 -1.095 4.01 -3.01 -0.28 -0.026
H 1.774 1.840 -0.488 -1.76 0.19 -0.25 0.087
```
Positions in Å, forces in eV/Å.